Molecular formula: C45H37O6P2SW
Method: DFT, the ωB97M-V functional and the def2-TZVPD basis

Calculated values
Total charge: +1
Expectation value of S²: 2.02
Energy: -3336.03988 Ha
Multiplicity: 3
Kohn-Sham gap (spin up / spin down): 6.206 / 5.739 eV
Energy relative to the best compared isomer or geometry (same formula, charge and spin): 62.5 kJ/mol
Lowest unoccupied orbital energy (spin up / spin down): -3.9 / -5.1 eV
E_HOMO (spin up / spin down): -10.148 / -10.791 eV

Each line ends with the Mulliken spin population.
Atoms and positions in Å:
W 0.96 -1.67 -0.77  1.228
C 0.76 -3.51 -2.83  0.101
C 0.87 -4.49 -1.77  -0.097
C -0.21 -4.22 -0.87  0.173
C -0.88 -3.00 -1.24  -0.015
C -0.38 -2.72 -2.61  -0.019
H 1.35 -3.45 -3.75  0.004
H 1.59 -5.28 -1.70  0.002
H -0.59 -4.84 -0.04  0.006
H -1.80 -2.57 -0.77  -0.022
H -0.94 -2.19 -3.33  0.003
O 5.13 -1.97 -1.28  0.005
S 4.38 -2.94 -2.02  0.009
O 4.24 -4.31 -1.65  0.006
O 4.15 -2.54 -3.36  0.005
O 2.57 -2.60 -0.77  0.194
C -2.85 3.38 3.54  0.000
C -1.57 3.17 2.64  0.001
C -0.57 4.27 2.85  0.000
C -2.02 3.02 1.17  -0.001
C -2.90 3.88 0.53  0.002
C -3.29 3.71 -0.80  0.001
C -2.75 2.66 -1.56  0.003
C -1.83 1.79 -0.95  -0.046
P -1.24 0.42 -2.00  0.041
C -2.78 -0.28 -2.49  -0.031
C -3.17 -0.41 -3.84  0.002
C -4.42 -0.91 -4.22  0.000
C -5.26 -1.36 -3.24  0.002
C -4.91 -1.26 -1.89  0.002
C -3.72 -0.66 -1.50  0.007
C -0.63 1.14 -3.53  0.003
C -0.37 0.36 -4.66  0.001
C -0.21 1.01 -5.87  -0.001
C -0.43 2.38 -6.01  0.000
C -0.51 3.13 -4.87  0.000
C -0.47 2.49 -3.65  -0.003
C -1.41 2.05 0.37  0.022
O -0.35 1.36 0.91  0.017
C -0.45 0.98 2.23  -0.052
C 0.22 -0.24 2.62  -0.076
C 0.29 -0.53 4.00  0.011
C -0.23 0.36 4.95  0.000
C -0.87 1.51 4.51  0.000
C -0.99 1.87 3.14  0.001
P 1.48 -0.88 1.53  0.166
C 2.97 0.18 1.86  -0.014
C 3.99 0.40 0.93  0.009
C 5.00 1.36 1.22  0.001
C 4.96 2.14 2.38  -0.001
C 3.86 2.01 3.19  0.001
C 2.93 0.99 3.00  -0.002
C 1.89 -2.50 2.26  -0.016
C 3.21 -3.01 2.33  0.007
C 3.50 -4.14 3.06  0.002
C 2.51 -4.80 3.76  0.008
C 1.18 -4.48 3.46  0.005
C 0.89 -3.33 2.72  0.021
H -3.34 4.35 3.37  0.000
H -2.62 3.31 4.60  0.000
H -3.58 2.58 3.36  0.000
H -0.97 5.14 2.40  0.000
H 0.43 4.07 2.44  0.000
H -0.46 4.47 3.90  0.000
H -3.23 4.72 1.13  0.000
H -3.93 4.48 -1.27  0.000
H -3.04 2.52 -2.60  0.000
H -2.47 -0.13 -4.62  -0.001
H -4.80 -0.87 -5.29  0.000
H -6.30 -1.74 -3.45  0.000
H -5.61 -1.66 -1.12  0.000
H -3.46 -0.49 -0.45  0.005
H -0.47 -0.70 -4.63  0.002
H -0.02 0.39 -6.72  0.000
H -0.54 2.85 -6.99  0.000
H -0.70 4.19 -4.89  0.000
H -0.53 3.12 -2.76  0.000
H 0.90 -1.38 4.29  0.003
H -0.07 0.11 6.02  0.000
H -1.27 2.23 5.28  0.000
H 4.08 -0.22 0.02  0.007
H 5.82 1.46 0.49  0.000
H 5.73 2.90 2.61  0.000
H 3.69 2.71 4.07  0.000
H 2.19 0.83 3.74  -0.001
H 3.99 -2.53 1.73  -0.002
H 4.55 -4.49 3.09  0.000
H 2.78 -5.63 4.46  0.000
H 0.36 -5.13 3.77  0.000
H -0.14 -3.09 2.56  -0.002
O 1.93 0.73 -2.21  0.193
C 1.24 -0.02 -1.63  0.117

---

Molecular formula: C45H38ClF3N7O5P2S2Se2W
Method: DFT, the ωB97M-V functional and the def2-TZVPD basis

Calculated values
Total charge: +1
Expectation value of S²: 2.02
Energy: -9605.89663 Ha
Multiplicity: 3
Kohn-Sham gap (spin up / spin down): 6.820 / 6.258 eV
Energy relative to the best compared isomer or geometry (same formula, charge and spin): 42.5 kJ/mol
Lowest unoccupied orbital energy (spin up / spin down): -2.9 / -3.5 eV
E_HOMO (spin up / spin down): -9.746 / -9.753 eV

Each line ends with the Mulliken spin population.
Atoms and positions in Å:
W -0.49 -0.09 -0.29  1.767
Cl 2.58 0.77 1.50  0.002
C 3.36 1.99 0.54  -0.021
C 4.51 2.57 1.06  -0.002
C 5.19 3.50 0.31  0.000
C 4.73 3.85 -0.95  0.000
C 3.58 3.27 -1.45  0.000
C 2.85 2.33 -0.71  -0.033
P 1.41 1.54 -1.57  0.282
C 2.42 0.83 -2.91  -0.020
C 2.41 1.27 -4.23  -0.004
C 3.33 0.74 -5.13  0.001
C 4.24 -0.22 -4.72  -0.002
C 4.25 -0.65 -3.40  0.003
C 3.33 -0.13 -2.50  0.005
C 0.58 3.03 -2.22  -0.015
C -0.20 2.91 -3.37  -0.007
C -0.87 4.02 -3.87  0.000
C -0.80 5.24 -3.21  -0.002
C -0.04 5.35 -2.06  0.001
C 0.65 4.26 -1.57  0.010
H 4.86 2.26 2.03  0.001
H 6.10 3.95 0.70  0.000
H 5.27 4.57 -1.56  0.000
H 3.24 3.53 -2.44  -0.001
H 1.72 2.02 -4.56  -0.001
H 3.32 1.08 -6.15  0.000
H 4.95 -0.63 -5.42  0.000
H 4.95 -1.41 -3.08  0.000
H 3.34 -0.49 -1.47  0.005
H -0.25 1.97 -3.88  -0.002
H -1.46 3.92 -4.77  0.000
H -1.33 6.09 -3.60  0.000
H 0.02 6.30 -1.53  0.000
H 1.24 4.38 -0.67  -0.001
Se -2.66 -1.48 0.21  0.010
P -2.12 -1.46 2.29  0.047
Se -0.65 0.14 2.47  -0.071
C -1.37 -3.04 2.78  -0.002
C -1.51 -4.17 1.99  0.005
C -0.95 -5.37 2.40  0.001
C -0.26 -5.45 3.60  0.001
C -0.12 -4.32 4.40  -0.001
C -0.67 -3.11 3.99  -0.006
C -3.52 -1.17 3.39  0.011
C -3.30 -0.76 4.70  -0.002
C -4.37 -0.56 5.55  -0.001
C -5.66 -0.77 5.10  0.001
C -5.89 -1.17 3.79  0.000
C -4.82 -1.37 2.93  0.001
H -2.05 -4.11 1.05  -0.002
H -1.05 -6.25 1.77  0.000
H 0.17 -6.39 3.92  0.000
H 0.41 -4.37 5.33  0.000
H -0.54 -2.23 4.60  0.000
H -2.29 -0.57 5.05  0.002
H -4.19 -0.25 6.57  0.000
H -6.50 -0.61 5.76  0.000
H -6.90 -1.33 3.43  0.000
H -5.00 -1.68 1.91  -0.003
N -3.48 -5.94 -5.35  0.000
C -2.58 -5.05 -4.82  0.000
C -2.10 -3.98 -5.59  0.000
C -1.18 -3.10 -5.06  -0.001
C -0.70 -3.28 -3.77  -0.006
C -1.15 -4.34 -3.00  0.002
C -2.08 -5.22 -3.52  0.002
S 0.47 -2.10 -3.21  0.006
O 1.78 -2.66 -3.25  -0.001
O 0.21 -0.86 -3.90  0.003
N 0.12 -1.76 -1.61  0.000
C 0.74 -2.47 -0.64  0.007
N 0.76 -1.72 0.48  -0.004
C 1.43 -2.17 1.55  0.016
C 2.04 -3.39 1.51  0.004
C 1.88 -4.14 0.34  0.021
N 1.24 -3.70 -0.73  0.002
H -3.99 -5.67 -6.17  0.000
H -3.98 -6.54 -4.71  0.000
H -2.47 -3.84 -6.59  0.000
H -0.84 -2.26 -5.65  0.000
H -0.77 -4.50 -2.01  0.004
H -2.43 -6.05 -2.92  0.000
H 1.44 -1.54 2.43  -0.004
H 2.59 -3.77 2.36  0.000
H 2.29 -5.14 0.27  -0.001
F -1.57 0.57 -5.11  0.000
C -2.73 0.59 -4.46  -0.004
F -3.60 -0.13 -5.15  0.000
F -3.16 1.85 -4.40  0.000
S -2.73 -0.13 -2.75  0.000
O -2.57 -1.54 -2.88  0.002
O -3.97 0.37 -2.24  0.004
O -1.58 0.53 -1.98  0.057
N -0.17 5.10 1.58  -0.001
C -1.00 4.15 1.06  0.001
C -0.55 2.85 0.81  -0.011
N -1.34 1.95 0.25  -0.024
C -2.58 2.30 -0.09  -0.015
C -3.00 3.60 0.16  -0.006
N -2.23 4.52 0.72  0.009
H 0.61 4.80 2.14  0.000
H -0.63 5.94 1.90  0.000
H 0.45 2.54 1.10  -0.032
H -3.23 1.57 -0.54  0.011
H -4.01 3.90 -0.12  0.000

---

Molecular formula: C45H39CaCl2N5O10PSe2Te
Method: DFT, the ωB97M-V functional and the def2-TZVPD basis

Calculated values
Total charge: -2
Expectation value of S²: 0.78
Energy: -9774.65438 Ha
Multiplicity: 2
Kohn-Sham gap (spin up / spin down): 4.778 / 6.765 eV
Energy relative to the best compared isomer or geometry (same formula, charge and spin): 121.8 kJ/mol
Lowest unoccupied orbital energy (spin up / spin down): 3.5 / 3.5 eV
E_HOMO (spin up / spin down): -1.292 / -3.278 eV

Each line ends with the Mulliken spin population.
Atoms and positions in Å:
Ca -2.19 -1.02 0.68  0.006
Se -1.57 -3.21 -1.37  0.000
P 0.50 -3.50 -1.91  0.000
Se 2.13 -2.93 -0.66  0.000
C 0.64 -5.29 -2.35  0.000
C 1.53 -6.13 -1.70  0.000
C 1.60 -7.47 -2.04  0.000
C 0.78 -7.98 -3.03  0.000
C -0.12 -7.15 -3.68  0.000
C -0.19 -5.81 -3.34  0.000
C 0.77 -2.77 -3.57  0.000
C 1.97 -3.04 -4.23  0.000
C 2.20 -2.52 -5.50  0.000
C 1.24 -1.72 -6.11  0.000
C 0.05 -1.45 -5.45  0.000
C -0.19 -1.98 -4.19  0.000
H 2.18 -5.71 -0.93  0.000
H 2.30 -8.12 -1.52  0.000
H 0.83 -9.03 -3.29  0.000
H -0.77 -7.54 -4.45  0.000
H -0.91 -5.16 -3.83  0.000
H 2.72 -3.64 -3.74  0.000
H 3.13 -2.74 -6.01  0.000
H 1.43 -1.31 -7.10  0.000
H -0.70 -0.82 -5.92  0.000
H -1.12 -1.79 -3.67  0.000
C -3.05 0.87 4.70  -0.008
C -1.84 1.52 4.23  0.001
N -0.87 2.00 3.82  0.002
H -3.90 1.52 4.52  0.002
H -2.96 0.66 5.77  0.000
H -3.19 -0.06 4.13  0.010
Cl -3.53 2.13 -1.57  0.002
C -4.32 0.88 -2.54  -0.001
Cl -3.25 0.42 -3.92  0.000
C -4.70 -0.40 -1.74  0.002
O -5.78 -0.87 -2.07  0.001
O -3.90 -0.77 -0.85  -0.001
H -5.21 1.31 -2.98  0.000
O -8.43 2.86 2.93  -0.009
N -7.49 3.57 2.63  0.000
O -7.57 4.80 2.61  0.005
C -6.22 2.95 2.32  -0.022
C -5.15 3.75 2.02  0.119
C -3.93 3.15 1.69  -0.031
C -3.73 1.72 1.65  0.024
O -2.66 1.19 1.29  0.004
C -4.89 0.94 2.12  -0.163
C -6.11 1.55 2.38  0.299
N -4.82 -0.44 2.32  0.257
O -3.66 -1.04 2.47  0.119
O -5.88 -1.07 2.59  0.304
N -2.88 4.06 1.36  0.010
O -1.91 3.67 0.71  0.009
O -2.95 5.21 1.79  0.013
H -5.25 4.82 2.01  0.008
H -6.95 0.93 2.66  0.037
C 4.83 -0.18 -3.58  0.000
C 3.82 0.31 -2.58  0.000
C 4.17 0.46 -1.25  0.000
C 3.24 0.84 -0.28  0.000
C 3.71 0.90 1.15  0.000
C 1.93 1.10 -0.69  0.000
Te 0.37 1.66 0.65  0.001
N 0.00 -0.09 1.33  0.001
C 0.26 -1.08 2.19  -0.001
O -0.52 -2.05 2.18  0.001
C 1.44 -1.13 3.11  0.000
C 1.60 -0.23 4.16  0.000
C 2.72 -0.31 4.98  0.000
C 3.68 -1.29 4.76  0.000
C 3.50 -2.21 3.73  0.000
C 2.38 -2.14 2.91  0.000
C 1.56 3.11 1.69  -0.001
C 2.04 3.00 2.98  -0.001
C 2.77 4.03 3.55  0.000
C 3.01 5.19 2.82  0.000
C 2.51 5.30 1.54  0.000
C 1.77 4.28 0.95  0.001
C 1.21 4.48 -0.44  -0.001
C 1.55 0.94 -2.02  0.000
C 0.13 1.12 -2.49  0.000
C 2.51 0.54 -2.95  0.000
H 5.84 -0.12 -3.18  0.000
H 4.78 0.40 -4.50  0.000
H 4.62 -1.22 -3.84  0.000
H 5.19 0.24 -0.93  0.000
H 4.53 0.19 1.30  0.000
H 2.92 0.61 1.85  0.000
H 4.05 1.90 1.42  0.000
H 0.84 0.52 4.33  0.000
H 2.84 0.39 5.80  0.000
H 4.55 -1.35 5.39  0.000
H 4.24 -2.98 3.56  0.000
H 2.22 -2.85 2.11  0.000
H 1.85 2.11 3.56  0.000
H 3.14 3.93 4.56  0.000
H 3.58 6.00 3.26  0.000
H 2.68 6.21 0.97  0.000
H 1.47 5.47 -0.81  0.000
H 0.12 4.40 -0.43  0.000
H 1.61 3.75 -1.15  0.000
H -0.30 2.08 -2.18  0.000
H -0.52 0.34 -2.09  0.000
H 0.06 1.06 -3.57  0.000
H 2.20 0.38 -3.98  0.000

---

Molecular formula: C45H39Cl3CoN2O4SSb2
Method: DFT, the ωB97M-V functional and the def2-TZVPD basis

Calculated values
Expectation value of S²: 0.94
Energy: -5790.63302 Ha
Multiplicity: 2
Kohn-Sham gap (spin up / spin down): 6.795 / 6.905 eV
Energy relative to the best compared isomer or geometry (same formula, charge and spin): 41.7 kJ/mol
Lowest unoccupied orbital energy (spin up / spin down): -0.7 / -0.6 eV
E_HOMO (spin up / spin down): -7.493 / -7.496 eV

Each line ends with the Mulliken spin population.
Atoms and positions in Å:
Co 0.45 -0.62 0.26  0.966
C -2.21 -1.09 8.07  0.000
C -1.88 -1.33 6.62  0.000
C -2.26 -0.42 5.64  0.000
C -1.92 -0.62 4.31  0.001
C -1.19 -1.74 3.96  -0.003
C -0.85 -2.69 4.91  0.001
C -1.19 -2.48 6.23  0.000
S -0.71 -2.00 2.28  0.011
O -0.94 -3.39 1.98  -0.003
O -1.43 -1.00 1.48  0.009
N 0.80 -1.55 2.00  -0.033
C 1.91 -2.38 2.02  0.000
C 2.26 -3.28 3.00  0.000
C 3.44 -4.04 2.88  0.000
C 4.26 -3.92 1.80  0.001
C 3.95 -3.00 0.78  0.001
C 4.70 -2.83 -0.40  -0.001
C 4.30 -1.93 -1.35  -0.001
C 3.15 -1.16 -1.12  -0.005
N 2.43 -1.29 -0.03  -0.018
C 2.79 -2.21 0.91  0.002
H -2.96 -0.30 8.18  0.000
H -1.31 -0.77 8.60  0.000
H -2.57 -2.00 8.55  0.000
H -2.83 0.46 5.92  0.000
H -2.23 0.08 3.54  0.000
H -0.35 -3.60 4.60  0.000
H -0.92 -3.21 6.98  0.000
H 1.62 -3.39 3.86  0.000
H 3.69 -4.74 3.67  0.000
H 5.15 -4.54 1.70  0.000
H 5.60 -3.43 -0.55  0.000
H 4.85 -1.80 -2.27  0.000
H 2.82 -0.42 -1.84  0.001
C -2.59 1.74 0.80  0.003
C -2.83 2.73 -0.37  0.003
C -2.40 2.33 -1.81  0.001
Sb -0.78 3.18 -3.06  0.000
C -1.50 5.23 -2.96  0.000
C -2.64 5.61 -2.26  0.000
C -3.11 6.92 -2.32  0.000
C -2.43 7.86 -3.09  0.000
C -1.30 7.49 -3.80  0.000
C -0.84 6.18 -3.74  0.000
C 1.11 3.58 -2.04  0.000
C 2.02 2.53 -1.91  0.002
C 3.25 2.72 -1.30  -0.002
C 3.61 3.99 -0.83  0.001
C 2.74 5.05 -1.03  -0.001
C 1.51 4.86 -1.64  0.001
Sb -0.52 2.02 1.48  0.035
C -1.21 4.01 2.06  0.005
C -2.30 4.06 2.93  0.003
C -2.88 5.26 3.29  0.000
C -2.38 6.45 2.77  0.000
C -1.30 6.43 1.91  0.000
C -0.72 5.21 1.56  -0.003
C 0.28 1.75 3.50  -0.001
C 1.49 1.07 3.52  0.012
C 2.23 0.94 4.70  -0.002
C 1.79 1.54 5.86  0.000
C 0.62 2.30 5.83  0.000
C -0.13 2.40 4.67  -0.004
H -2.74 0.71 0.51  -0.002
H -3.27 1.99 1.61  0.000
H -2.40 3.70 -0.10  0.000
H -3.91 2.87 -0.40  0.000
H -3.23 2.54 -2.49  0.000
H -2.22 1.25 -1.86  -0.001
H -3.19 4.89 -1.66  0.000
H -3.99 7.21 -1.76  0.000
H -2.80 8.88 -3.13  0.000
H -0.77 8.22 -4.40  0.000
H 0.03 5.90 -4.31  0.000
H 1.75 1.54 -2.26  -0.001
H 3.94 1.89 -1.19  0.000
H 4.56 4.14 -0.34  0.000
H 3.03 6.04 -0.68  0.000
H 0.85 5.71 -1.80  0.000
H -2.71 3.13 3.34  0.000
H -3.73 5.28 3.96  0.000
H -2.84 7.40 3.05  0.000
H -0.91 7.35 1.49  0.000
H 0.11 5.20 0.88  0.000
H 1.88 0.64 2.62  -0.003
H 3.16 0.38 4.69  0.000
H 2.36 1.46 6.78  0.000
H 0.29 2.81 6.73  0.000
H -1.02 3.00 4.68  0.000
Cl -2.22 -2.10 -2.99  0.001
C -0.51 -1.98 -2.58  -0.002
Cl 0.47 -2.92 -3.72  0.001
Cl -0.27 -2.64 -0.95  0.037
C -0.10 -0.46 -2.67  0.007
O -0.20 0.03 -3.76  -0.001
O 0.31 0.10 -1.58  -0.018

---

Which formula does entry 1 have?
C45H37O6P2SW

---

Among the records above, which one has the lowest energy relative to the best compared isomer or geometry (same formula, charge and spin)?
C45H39Cl3CoN2O4SSb2

---

Which value of expectation value of S² does entry 3 give?
0.78